Entry 1:
Computed, not measured: one molecule with the formula C13H23N5O5 at a distorted geometry, with the ωB97M-V functional and the def2-TZVPD basis.

Geometry as ORCA input:
```
! wB97M-V def2-TZVPD RIJCOSX def2/J DEFGRID3
* xyz 0 1
N -3.96 -1.27 -0.57
O 0.60 -2.82 1.06
N -5.60 0.28 0.43
N -4.75 -0.57 -0.09
O 0.84 -3.90 -0.88
O 5.01 -0.24 -0.18
O 3.02 -1.14 1.50
O 4.62 -1.94 -2.19
C 0.87 -2.84 -0.09
N 0.76 0.62 -0.85
N 1.19 -1.68 -0.77
C -5.17 1.59 0.68
C 0.16 1.85 -0.25
C -4.09 1.74 1.80
C -1.18 1.49 0.51
C -3.15 2.83 1.78
C -1.98 2.85 0.75
C 1.72 -3.59 -1.98
C 1.20 -0.45 0.06
C 3.65 -0.34 -0.69
C 2.68 -0.19 0.49
C 2.18 -2.14 -1.72
C 3.55 -1.79 -1.20
H 5.10 -0.77 0.64
H 2.40 -1.93 1.44
H 5.50 -1.62 -1.95
H 0.05 0.29 -1.54
H -6.04 2.10 0.95
H -4.98 2.03 -0.21
H -0.11 2.55 -1.05
H 0.88 2.42 0.37
H -4.78 1.81 2.74
H -3.58 0.72 1.91
H -1.80 0.83 0.06
H -1.05 1.00 1.47
H -2.67 3.03 2.73
H -3.68 3.72 1.63
H -1.24 3.61 0.97
H -2.51 3.03 -0.19
H 1.24 -3.64 -2.95
H 2.59 -4.25 -1.89
H 0.59 -0.51 0.93
H 3.35 0.30 -1.51
H 2.83 0.85 0.84
H 2.00 -1.49 -2.61
H 3.71 -2.42 -0.38
*
```

Its gap between HOMO and LUMO is 9.90 eV. The electronic energy comes out at -31537.827 eV. Its LUMO energy is 0.7 eV.

=====

Entry 2:
Computed, not measured: C13H24AlF3I2O3P as an isolated structure at a distorted geometry, with the ωB97M-V functional and the def2-TZVPD basis.

Geometry as ORCA input:
```
! wB97M-V def2-TZVPD RIJCOSX def2/J DEFGRID3
* xyz 3 1
C -1.88 -2.09 -1.94
C -0.46 -2.60 -2.15
C -0.49 -3.73 -3.17
C 0.46 -1.55 -2.70
C 0.70 -0.28 -1.85
O 0.59 -0.61 -0.45
C 0.88 0.45 0.38
C -0.15 1.56 0.56
C 0.14 2.48 1.79
C -0.77 2.40 2.98
C -0.77 3.66 3.82
I 0.05 0.85 4.23
O -1.42 0.97 0.49
C -2.32 1.59 -0.43
I -2.89 3.58 0.12
P 1.10 -0.53 1.95
C 2.75 -0.94 2.44
O 0.29 -1.87 1.45
C 2.10 0.23 -2.16
F 3.00 -0.30 -1.37
F 2.12 1.56 -1.95
F 2.41 0.05 -3.39
H -2.29 -2.43 -0.97
H -2.57 -2.50 -2.64
H -1.96 -1.02 -1.94
H -0.06 -3.05 -1.27
H -1.23 -3.56 -3.93
H -0.64 -4.68 -2.70
H 0.46 -3.79 -3.66
H 1.41 -2.04 -2.73
H 0.17 -1.27 -3.69
H 0.01 0.47 -2.19
H 1.82 0.94 0.13
H -0.06 2.23 -0.26
H 0.10 3.48 1.42
H 1.15 2.37 2.18
H -1.79 2.19 2.76
H -1.02 4.49 3.18
H 0.22 3.84 4.19
H -1.42 3.59 4.67
H -1.92 1.65 -1.42
H -3.20 1.01 -0.45
H 3.21 -1.59 1.71
H 2.73 -1.44 3.39
H 3.31 -0.03 2.57
H -0.10 -2.33 2.22
Al -1.79 -1.39 0.77
*
```

Its gap between HOMO and LUMO is 4.40 eV. The electronic energy comes out at -60220.319 eV. Its LUMO energy is -13.9 eV.

=====

Entry 3:
Computed, not measured: C13H24AuN6OV as an isolated structure at a distorted geometry, with the ωB97M-V functional and the def2-TZVPD basis.

Geometry as ORCA input:
```
! wB97M-V def2-TZVPD RIJCOSX def2/J DEFGRID3
* xyz 2 1
N -0.57 0.78 -1.95
C -0.44 1.25 -3.06
O -0.29 1.73 -4.13
Au -0.25 -2.48 -1.95
V -0.06 0.37 -0.10
N 1.58 -0.45 -0.05
N -1.35 -0.58 0.79
C 2.84 0.03 -0.61
C -2.76 -0.88 0.64
C 3.10 -0.66 -1.94
C 4.02 -0.27 0.29
C 2.77 1.53 -0.84
C -3.10 -2.31 1.06
C -3.58 0.03 1.54
C -3.20 -0.69 -0.80
H 3.16 -1.74 -1.84
H 4.07 -0.30 -2.30
H 2.33 -0.42 -2.68
H 3.88 0.11 1.30
H 4.90 0.22 -0.14
H 4.25 -1.34 0.34
H 1.94 1.81 -1.51
H 3.72 1.82 -1.31
H 2.67 2.06 0.12
H -2.53 -3.06 0.50
H -4.16 -2.45 0.84
H -2.96 -2.48 2.13
H -3.32 -0.10 2.60
H -4.63 -0.26 1.42
H -3.46 1.08 1.27
H -2.99 0.31 -1.19
H -4.28 -0.87 -0.80
H -2.72 -1.43 -1.45
C -0.82 -0.97 2.09
H 0.19 -0.59 2.25
H -1.46 -0.62 2.92
H -0.80 -2.07 2.14
C 1.69 -1.82 0.41
H 2.23 -1.84 1.36
H 0.71 -2.29 0.53
H 2.23 -2.41 -0.33
N 0.08 2.19 0.55
C -0.12 3.36 0.44
N -0.08 4.59 0.24
C -0.90 5.57 0.51
N -1.53 6.54 0.71
*
```

Its gap between HOMO and LUMO (alpha / beta) is 4.35 / 4.43 eV. The electronic energy comes out at -54217.578 eV. Its LUMO energy (alpha / beta) is -10.8 / -10.8 eV.